*a*
ORCA calculation (ωB97M-V/def2-TZVPD) on a single C6H10S2 molecule.

Each line ends with the Mulliken charge.
Positions of all 18 atoms, in Å:
C: 1.83449 1.72269 0.04638  -1.030
C: 0.45929 1.07737 0.25540  0.005
C: -0.43552 0.59029 -0.79463  0.338
C: -2.02811 -0.97090 0.14234  -0.453
C: -0.72609 -0.89611 0.86338  -0.820
C: 0.26086 -0.43719 -0.08178  -0.068
H: 2.54211 0.90275 -0.57435  0.235
H: 2.46838 1.97831 1.10394  0.253
H: 1.84903 2.70475 -0.85029  0.244
H: -0.20728 1.07367 1.31302  0.119
H: 0.02548 1.10632 -1.84180  0.247
H: -2.94007 -1.24857 0.86092  0.341
H: -2.01711 -1.86893 -0.49363  0.306
H: -0.90188 -0.43302 1.79893  0.369
H: -0.62380 -2.00920 1.18398  0.241
H: 1.01877 -2.44323 -1.25202  0.135
S: -2.24112 0.48525 -0.90164  -0.184
S: 1.66257 -1.33426 -0.77816  -0.278

gap between HOMO and LUMO = 0.337 Ha
SMILES = C[C@H]1[C@@H]2SCC[C@]12S
HOMO energy = -8.47 eV
LUMO level = 0.026 Eh

---

*b*
ORCA calculation (ωB97M-V/def2-TZVPD) on a single C6H10S2 molecule.

Each line ends with the Mulliken charge.
Positions of all 18 atoms, in Å:
C: 1.17896 0.10903 0.68838  -0.297
C: 0.29100 -1.17996 0.78659  -0.970
C: -0.38150 -1.35753 -0.55689  -0.731
C: -1.09122 0.07846 -0.68377  -0.268
C: -0.02770 0.93932 0.16958  0.345
C: 0.07635 2.26044 0.01679  -0.975
H: 2.65675 1.02011 -0.83885  0.159
H: 1.32530 0.31640 1.63794  0.537
H: 0.98762 -2.08800 0.98699  0.363
H: -0.39467 -1.10799 1.59812  0.389
H: 0.52156 -1.54058 -1.28180  0.226
H: -1.25854 -2.08275 -0.81160  0.378
H: -1.23979 0.67723 -1.55198  0.479
H: -2.82527 1.19368 0.13193  0.133
H: -0.90311 2.82593 -0.29232  0.202
H: 0.90626 2.64347 0.49418  0.424
S: 2.69002 -0.23072 -0.25391  -0.179
S: -2.69323 -0.20404 0.09162  -0.215

gap between HOMO and LUMO = 0.357 Ha
SMILES = C=C1[C@H](S)CC[C@H]1S
HOMO energy = -9.03 eV
LUMO level = 0.025 Eh

---

Which is most stable, and by how much? *b*, by 1.749 eV.

---

*a*
ORCA calculation (ωB97M-V/def2-TZVPD) on a molecular structure, C4H5GdO2.

Each line ends with the Mulliken charge.
Positions of all 12 atoms, in Å:
O: -2.76580 1.10390 -0.31863  -0.356
C: -1.68901 1.01333 0.27916  0.020
C: -1.15146 -0.37383 0.35474  -0.471
C: 0.34338 -0.49327 0.34331  -0.281
C: 1.12442 -0.15596 -0.69921  0.451
O: 2.44302 -0.24507 -0.75476  -0.517
Gd: 4.50342 -0.41766 0.30811  1.482
H: -0.92444 1.80709 0.12876  0.294
H: -1.56948 -0.80529 1.28011  0.358
H: 0.81883 -0.90132 1.24144  0.264
H: 0.66337 0.25527 -1.61149  0.409
H: -1.79626 -0.78719 -0.55154  0.347

gap between HOMO and LUMO (alpha / beta) = 0.235 / 0.194 Ha
2S+1 = 8
HOMO energy (alpha / beta) = -16.68 / -16.37 eV
LUMO level (alpha / beta) = -0.378 / -0.408 Eh
total charge = +2

---

*b*
ORCA calculation (ωB97M-V/def2-TZVPD) on a molecular structure, C4H5GdO2.

Each line ends with the Mulliken charge.
Positions of all 12 atoms, in Å:
H: -4.26566 -1.92450 1.55007  0.367
O: -3.72022 -1.13608 1.62028  -0.341
C: -2.65830 -1.23364 0.69379  -0.320
C: -1.84267 -0.01615 0.75010  0.067
C: -1.06939 0.90468 0.90700  0.079
H: -3.03601 -1.35747 -0.33544  0.349
H: -2.01345 -2.10169 0.91403  0.361
H: -0.33006 1.67099 1.06058  0.401
C: -2.19814 2.96129 -1.99684  -0.593
O: -1.95740 2.00414 -2.78278  -0.417
Gd: -1.26689 3.89446 -3.96363  1.789
H: -2.92006 2.75399 -1.17244  0.257

gap between HOMO and LUMO (alpha / beta) = 0.301 / 0.105 Ha
2S+1 = 8
HOMO energy (alpha / beta) = -16.28 / -15.25 eV
LUMO level (alpha / beta) = -0.297 / -0.456 Eh
total charge = +2

---

Which is most stable, and by how much? *a*, by 2.513 eV.

---

*a*
ORCA calculation (ωB97M-V/def2-TZVPD) on 2 unconnected molecules or ions with the total composition C4H14N2OS.

Each line ends with the Mulliken charge.
Positions of all 22 atoms, in Å:
C: 0.93080 -0.31808 -0.45360  -0.596
N: 0.06354 -0.25758 0.73684  -0.365
C: -0.64745 1.02093 0.98514  -0.659
N: -1.32715 1.10226 2.26189  -0.624
C: 0.34971 -1.06530 -1.65373  -0.555
C: -0.85965 -0.43264 -2.33099  -0.647
S: -0.49263 1.11459 -3.22246  -0.166
H: 1.16404 0.68640 -0.77890  0.363
H: 1.87877 -0.81560 -0.13697  0.254
H: -0.60454 -1.01790 0.73065  0.211
H: -1.36264 1.29568 0.22717  0.372
H: 0.11982 1.81891 0.95047  0.386
H: -2.08320 0.38299 2.30838  0.265
H: -0.66806 0.90044 3.05070  0.297
H: 1.15401 -1.20325 -2.34991  0.354
H: 0.17191 -2.11966 -1.28545  0.327
H: -1.26535 -1.08210 -3.06515  0.376
H: -1.70421 -0.27538 -1.60673  0.249
H: -0.41621 1.92150 -2.18549  0.089
H: 1.25095 -0.63537 2.08826  0.437
H: 2.41179 -0.11403 2.94232  0.311
O: 1.93577 -0.90680 2.78754  -0.679

gap between HOMO and LUMO = 0.374 Ha
SMILES = NCNCCCS.O
HOMO energy = -9.43 eV
LUMO level = 0.027 Eh

---

*b*
ORCA calculation (ωB97M-V/def2-TZVPD) on 2 unconnected molecules or ions with the total composition C4H14N2OS.

Each line ends with the Mulliken charge.
Positions of all 22 atoms, in Å:
N: 2.26305 0.04139 1.47936  -0.629
C: 1.04801 -0.65791 1.02905  0.191
C: 1.01683 -0.75737 -0.49194  -0.854
C: -0.19180 -1.38905 -1.20454  -0.394
S: -0.64610 -0.45864 -2.70803  -0.211
C: -0.14305 0.13084 1.57403  -0.679
N: 0.00706 0.59951 2.96851  -0.631
H: 3.08368 -0.44020 1.13978  0.259
H: 2.21351 1.01003 1.18507  0.241
H: 1.02669 -1.58043 1.61785  0.286
H: 1.93458 -1.21564 -0.83311  0.304
H: 1.07297 0.29236 -0.79302  0.284
H: -1.01889 -1.37458 -0.49121  0.264
H: -0.02866 -2.42803 -1.46454  0.348
H: -0.33541 0.78593 -2.33932  0.114
H: -1.08267 -0.39365 1.41550  0.550
H: -0.20228 1.05542 0.98261  -0.002
H: 0.85153 0.17159 3.34604  0.288
H: -0.75222 0.18542 3.50311  0.246
H: -2.05739 1.21630 -0.10047  0.362
H: -2.05585 2.69714 0.60186  0.328
O: -2.40375 2.10632 -0.06229  -0.666

gap between HOMO and LUMO = 0.368 Ha
SMILES = NC[C@H](N)CCS.O
HOMO energy = -9.17 eV
LUMO level = 0.031 Eh

---

*c*
ORCA calculation (ωB97M-V/def2-TZVPD) on 2 unconnected molecules or ions with the total composition C4H14N2OS.

Each line ends with the Mulliken charge.
Positions of all 22 atoms, in Å:
C: 0.99371 1.38137 -1.97515  -1.060
N: 0.89540 0.90335 -0.59890  -0.295
C: 0.16050 -0.38438 -0.43639  0.232
C: -0.86954 -0.12089 0.67125  -1.026
S: -2.34367 -1.15122 0.65665  -0.192
C: 1.18617 -1.46064 -0.05539  -1.220
N: 0.68605 -2.64760 0.62165  -0.514
H: 1.13863 2.46595 -2.02461  0.305
H: 0.03742 1.23385 -2.46036  0.382
H: 1.73609 0.83198 -2.54952  0.326
H: 1.81305 0.96970 -0.17343  0.375
H: -0.30830 -0.50721 -1.40965  0.547
H: -1.05843 0.94827 0.67393  0.407
H: -0.33058 -0.36039 1.58473  0.346
H: -2.66604 -0.97522 -0.63124  0.104
H: 1.79673 -1.71728 -0.90883  0.390
H: 1.81447 -0.98053 0.69088  0.487
H: 0.14303 -3.31164 0.09291  0.224
H: 0.37145 -2.40172 1.54515  0.219
H: 0.63027 3.98717 0.61451  0.308
H: 1.61689 2.81771 0.40433  0.335
O: 1.56034 3.76858 0.53936  -0.680

gap between HOMO and LUMO = 0.345 Ha
SMILES = CN[C@@H](CN)CS.O
HOMO energy = -8.62 eV
LUMO level = 0.028 Eh

---

Which is most stable, and by how much? *a*, by 0.323 eV.

---

*a*
ORCA calculation (ωB97M-V/def2-TZVPD) on 2 unconnected molecules or ions with the total composition C2H3OPS.

Each line ends with the Mulliken charge.
Positions of all 8 atoms, in Å:
C: -0.81698 -0.40960 -0.07204  -0.375
C: -0.32322 -0.89829 -1.04535  -0.345
O: 3.73586 -1.38940 -0.45646  -0.468
P: 2.32886 1.21657 -0.34532  0.013
S: 3.34030 -0.31592 0.49493  0.349
H: -1.09796 -0.01794 0.93200  0.325
H: 0.24817 -1.37610 -1.70852  0.419
H: 1.97582 1.70651 0.95685  0.082

gap between HOMO and LUMO (alpha / beta) = 0.293 / 0.293 Ha
HOMO energy (alpha / beta) = -9.33 / -9.34 eV
LUMO level (alpha / beta) = -0.050 / -0.050 Eh

---

*b*
ORCA calculation (ωB97M-V/def2-TZVPD) on 2 unconnected molecules or ions with the total composition C2H3OPS.

Each line ends with the Mulliken charge.
Positions of all 8 atoms, in Å:
C: 1.56791 -1.18654 0.30857  -0.263
C: 1.61642 0.02017 0.23628  -0.500
O: -1.54547 -0.99448 0.89075  -0.474
P: -2.19125 1.54266 -0.24417  0.054
S: -1.08200 -0.14008 -0.27312  0.317
H: 1.45187 -2.17983 0.44668  0.440
H: 1.69349 1.07737 -0.00443  0.393
H: -1.51097 1.86073 -1.36056  0.032

gap between HOMO and LUMO = 0.292 Ha
HOMO energy = -9.26 eV
LUMO level = -0.049 Eh

---

Which is most stable, and by how much? *a*, by 0.208 eV.